Record 1
{
  "formula": "C3H23N2O12",
  "method": "the ωB97M-V functional and the def2-TZVPD basis",
  "species": ["O", "C", "N", "C", "N", "C", "O", "O", "H", "H", "H", "H", "H", "H", "H", "O", "H", "H", "O", "H", "H", "O", "H", "H", "O", "H", "H", "O", "H", "H", "O", "H", "H", "O", "H", "H", "O", "H", "H", "O"],
  "coordinates": [[-1.8645, -1.1839, -3.4289], [-1.5343, -0.6585, -2.3816], [-2.4377, -0.0576, -1.5566], [-0.0649, -0.6319, -1.9350], [0.2058, -1.6354, -0.9309], [0.3658, -1.3598, 0.4305], [0.2684, -2.3479, 1.1925], [0.6332, -0.1710, 0.7841], [-2.1475, 0.3382, -0.6594], [-3.4028, -0.1111, -1.8440], [0.1673, 0.3668, -1.5498], [0.5526, -0.8169, -2.8203], [0.0067, -2.5932, -1.1467], [0.3703, -1.6070, 2.9672], [0.6690, -0.2340, 2.5651], [0.3937, -0.7172, 3.3635], [-2.5294, -1.0288, 2.5596], [-1.3686, -0.4018, 3.3521], [-2.2892, -0.2291, 3.0615], [-1.9800, 0.8057, 1.7981], [-0.7534, 0.8166, 0.8764], [-1.6455, 1.2567, 0.9694], [-0.3912, 3.4635, -0.6955], [-0.9049, 2.3490, -1.6473], [-0.1766, 2.9598, -1.5207], [2.8456, 0.3416, -1.4962], [2.5384, -1.1598, -1.5375], [3.1912, -0.5166, -1.8346], [4.6772, -0.9392, -1.0090], [5.1587, -1.1019, 0.4268], [5.4682, -1.1960, -0.4782], [-1.3600, 2.9192, 0.9524], [-0.3065, 3.9067, 1.4847], [-1.0434, 3.8612, 0.8662], [1.6671, 1.1003, 0.0235], [1.3882, 2.2366, -1.0358], [2.0930, 1.6860, -0.6350], [-2.5149, -2.2336, 0.2109], [-1.4898, -2.8121, 1.1862], [-2.4554, -2.6637, 1.0724]],
  "atomic_forces_ev_per_a": [[-0.1, -0.1, -0.1], [0.0, 0.1, -0.1], [0.7, -0.2, 0.0], [-0.3, 0.1, -0.3], [0.2, 0.8, 0.5], [0.2, -0.7, -0.3], [0.0, -0.1, 0.0], [-0.1, 0.2, -0.3], [-0.4, 0.1, -0.1], [0.1, 0.1, 0.2], [0.2, -0.4, 0.1], [-0.2, 0.1, 0.1], [-0.1, -0.2, 0.0], [0.0, 0.0, 0.0], [0.0, 0.1, 0.0], [0.0, -0.1, 0.5], [0.0, 0.1, 0.1], [0.2, 0.0, 0.0], [-0.4, -0.2, -0.1], [-0.1, 0.2, -0.3], [-0.4, 0.3, 0.0], [0.5, -0.5, 0.1], [-0.2, -0.3, -0.3], [-0.2, 0.0, 0.0], [0.2, 0.4, 0.0], [0.1, 0.0, -0.1], [-0.1, -0.1, 0.0], [-0.1, 0.1, -0.1], [0.3, -0.1, 0.1], [0.1, 0.0, 0.0], [-0.2, 0.0, -0.1], [0.0, 0.3, 0.1], [0.0, 0.1, 0.0], [0.0, -0.2, 0.1], [-0.1, 0.2, -0.3], [0.0, -0.4, 0.2], [0.3, 0.1, 0.1], [0.0, 0.0, 0.0], [-0.2, 0.2, 0.0], [0.1, 0.0, 0.1]],
  "mulliken_charge": [-0.69, -0.03, -0.20, 0.30, 0.00, 0.59, -0.94, -0.89, 0.21, 0.24, -0.11, 0.37, 0.24, 0.42, 0.36, -0.90, 0.40, 0.45, -0.81, 0.48, 0.49, -1.00, 0.48, 0.30, -0.80, 0.48, 0.36, -0.82, 0.45, 0.29, -0.69, 0.43, 0.33, -0.80, 0.35, 0.45, -0.80, 0.32, 0.45, -0.76],
  "gap_ev": 9.87,
  "charge": -1,
  "molar_mass_g_mol": 279.22,
  "e_lumo_ev": 2.810
}

---

Record 2
{
  "formula": "C3H23O8",
  "method": "the ωB97M-V functional and the def2-TZVPD basis",
  "species": ["O", "H", "H", "H", "O", "H", "H", "O", "H", "H", "O", "H", "H", "O", "H", "H", "O", "H", "H", "O", "H", "H", "C", "C", "C", "O", "H", "H", "H", "H", "H", "H", "H", "H"],
  "coordinates": [[0.8215, 0.1173, -0.6342], [1.2010, 0.2155, -1.5105], [1.2568, 0.7206, -0.0274], [0.9580, -0.7869, -0.3420], [1.6873, 1.9929, 0.9997], [1.9850, 2.9024, 1.0224], [1.7159, 1.7082, 1.9131], [1.0858, -2.1516, 0.4570], [2.0161, -2.3673, 0.5209], [0.6461, -2.8318, 0.9673], [0.9987, 2.3502, -2.2760], [1.9489, 2.2418, -2.2356], [0.8449, 2.8141, -3.0990], [1.8462, -0.5850, -2.9780], [2.2950, -0.1038, -3.6732], [2.2219, -1.4646, -3.0139], [-1.0933, 2.2284, 1.6546], [-0.1635, 2.0382, 1.5295], [-1.1195, 2.8069, 2.4167], [4.5310, -1.1852, -1.7443], [4.0069, -0.4049, -1.5635], [5.3300, -0.8489, -2.1501], [-3.8634, -0.2546, 1.8291], [-2.7095, -1.2337, 1.4938], [-2.5954, -1.3124, -0.0244], [-1.4839, -0.6992, 1.9766], [-3.6075, 0.7790, 1.5962], [-4.0354, -0.3479, 2.9014], [-4.7809, -0.5121, 1.2999], [-2.7533, -2.2565, 1.8681], [-3.4353, -1.7792, -0.5390], [-1.6274, -1.7051, -0.3357], [-2.6123, -0.3228, -0.4809], [-1.5167, 0.2380, 2.1818]],
  "atomic_forces_ev_per_a": [[-1.2, 0.6, 0.0], [0.4, 0.0, -2.2], [0.5, 1.5, 0.9], [-0.1, -2.0, 0.8], [-0.3, -0.6, 0.1], [0.2, 0.5, -0.3], [0.5, -0.2, 0.5], [0.1, 0.2, -0.1], [0.6, -0.3, 0.0], [-0.3, -0.2, 0.1], [0.0, -0.5, 0.5], [0.4, 0.3, -0.1], [-0.2, 0.2, -0.3], [-0.3, 0.4, 0.5], [0.0, 0.2, -0.4], [0.3, -0.4, 0.0], [-0.6, -1.0, 0.2], [0.4, 0.3, -0.5], [-0.2, 0.4, 0.3], [-0.4, -0.2, 0.1], [0.0, 0.2, 0.0], [0.4, 0.0, -0.1], [0.1, -0.7, 0.3], [-0.1, 2.1, 1.7], [1.0, 0.8, -3.0], [-0.9, -2.6, -0.6], [0.1, 0.0, -0.1], [-0.2, 0.1, 0.1], [0.2, -0.1, 0.0], [0.1, -0.2, 0.1], [-0.1, -0.7, 0.8], [-0.3, -0.6, 0.2], [0.0, 0.4, 0.5], [-0.3, 2.0, -0.1]],
  "mulliken_charge": [-0.28, 0.37, 0.44, 0.55, -0.68, 0.27, 0.33, -0.60, 0.27, 0.29, -0.57, 0.30, 0.29, -0.62, 0.29, 0.31, -0.64, 0.31, 0.35, -0.59, 0.28, 0.33, -1.28, 0.59, -1.12, -0.16, 0.43, 0.39, 0.40, 0.29, 0.41, 0.26, 0.36, 0.42],
  "s_squared": 0.7543,
  "gap_ev": [11.01, 5.01],
  "charge": 2,
  "molar_mass_g_mol": 187.21,
  "spin_multiplicity": 2,
  "e_lumo_ev": [-6.089, -12.096]
}

---

Record 3
{
  "formula": "C3H25O13",
  "method": "the ωB97M-V functional and the def2-TZVPD basis",
  "species": ["O", "C", "O", "C", "C", "O", "H", "H", "H", "H", "H", "H", "H", "O", "H", "H", "O", "H", "H", "O", "H", "H", "O", "H", "H", "O", "H", "H", "O", "H", "H", "O", "H", "H", "O", "H", "H", "O", "H", "H", "O"],
  "coordinates": [[-1.6893, 0.8839, -1.3201], [-0.7275, 1.4627, -0.7515], [-0.2438, 2.5577, -0.9898], [0.0133, 0.6412, 0.4903], [0.7154, -0.6132, 0.0946], [1.4572, -1.1055, 1.2604], [-0.7224, 0.5076, 1.2387], [0.8976, 1.2844, 0.9051], [-0.0734, -1.3679, -0.1192], [1.4038, -0.3853, -0.7479], [1.6538, -0.3315, 1.7662], [-0.6954, 3.8733, 1.2208], [0.7892, 3.6915, 1.1054], [0.0855, 3.9856, 1.7184], [-3.1938, 1.1914, 2.7568], [-2.4438, 2.4943, 3.0098], [-3.1652, 2.1289, 2.5110], [2.3982, 2.6701, -1.7636], [1.6136, 2.0390, -0.7158], [2.4112, 1.8665, -1.2327], [1.3570, -1.2905, -2.6170], [2.8309, -0.7293, -2.4922], [2.2205, -1.3070, -2.9954], [3.5116, 0.9250, -0.2729], [3.7493, -0.5560, 0.0643], [4.1488, 0.3176, 0.0873], [0.8973, -3.7724, 1.5800], [-0.0100, -2.6198, 1.3174], [-0.0289, -3.5639, 1.5456], [-4.1042, 1.1237, 1.2507], [-3.1463, 0.9295, 0.0577], [-3.8906, 0.5087, 0.5383], [-2.1104, -0.6088, -2.1057], [-2.7694, -1.9153, -1.9183], [-2.2343, -1.4611, -2.5844], [-3.6797, -1.7673, 0.2629], [-2.5340, -2.7628, 0.2215], [-3.4477, -2.6733, -0.0126], [2.3754, -2.0347, -0.1972], [3.1431, -2.0069, -1.5653], [3.2376, -2.2102, -0.6016]],
  "atomic_forces_ev_per_a": [[0.5, 0.4, 0.9], [0.1, -2.2, 1.0], [0.6, 1.4, -0.1], [1.5, 2.6, -1.5], [-0.8, -0.4, 0.6], [-0.8, -0.7, -1.4], [-0.7, -0.3, 1.0], [-1.8, -0.5, -0.4], [0.9, 0.2, -0.5], [-0.5, -0.4, 0.5], [0.5, 0.7, 0.6], [-1.4, -0.3, -1.1], [-0.7, 0.2, 0.4], [2.0, 0.1, 0.7], [0.3, 0.3, 0.1], [0.6, 0.3, 0.3], [-0.4, -0.4, 0.2], [0.3, -0.1, -0.3], [-0.6, -0.1, 0.0], [0.0, 0.5, -0.1], [-1.0, 0.3, 0.5], [-1.1, 0.3, -0.6], [1.9, 0.1, -0.6], [-0.4, 0.6, -0.4], [0.1, -0.4, -0.1], [0.9, -0.1, 0.7], [0.7, -0.2, 0.1], [0.1, -0.4, 0.4], [-0.8, 0.5, -0.2], [-0.1, 0.0, -0.7], [-0.3, -0.4, -0.1], [0.1, -0.2, 0.0], [0.3, -0.1, -0.6], [-0.1, -0.4, -0.3], [-0.1, 0.3, 0.7], [0.0, -0.2, -0.1], [0.8, -0.2, 0.3], [-0.9, 0.6, -0.1], [0.4, -0.3, -0.1], [-0.2, -0.8, 1.2], [0.1, -0.1, -0.7]],
  "mulliken_charge": [-0.90, 0.42, -0.73, -1.24, 0.83, -0.55, 0.39, 0.55, 0.39, -0.71, 0.36, 0.33, 0.33, -0.65, 0.32, 0.29, -0.68, 0.31, 0.23, -0.66, 0.41, 0.37, -0.73, 0.41, 0.42, -0.70, 0.30, 0.45, -0.69, 0.32, 0.40, -0.65, 0.43, 0.36, -0.70, 0.34, 0.31, -0.70, 0.42, 0.42, -0.81],
  "gap_ev": 9.14,
  "charge": -1,
  "molar_mass_g_mol": 269.22,
  "e_lumo_ev": 2.476
}

---

For the records above, the corresponding relative energy (zero: lowest compared OMol25 entry of this formula, charge and spin) values read 0.000 0.000 0.000 eV.
For the records above, the corresponding E values read -31041.29640 -19845.49177 -30137.02100 eV.